ORCA calculation (ωB97M-V with the def2-TZVPD basis set) on a 2-piece molecular cluster, C9H17NS overall at a distorted geometry.

Properties
Spin multiplicity = 1
E_tot = -21929.08564 eV
Gap between HOMO and LUMO (spin up / spin down) = 0.3057 / 0.2886 hartree
Relative energy (zero: lowest compared OMol25 entry of this formula, charge and spin) = 472.8 kJ/mol

Each line ends with the Löwdin charge.
CARTESIAN COORDINATES (ANGSTROEM)
1 C 0.0805 0.4062 -1.6300  -0.21
2 H -0.9046 -0.5949 4.3852  0.05
3 H 1.4313 -0.3461 -0.1020  0.12
4 H -0.2218 3.0320 -3.9640  0.06
5 H 2.5318 1.7440 -3.4196  0.11
6 H 1.5288 1.7203 -1.1214  0.12
7 H -1.6794 -0.9963 0.0167  0.13
8 C -0.3833 -1.7058 1.5385  -0.65
9 N -0.6076 0.3579 2.5001  0.06
10 H -0.7431 1.1514 4.3524  0.06
11 C -0.5972 -1.2037 0.1341  -0.26
12 H -0.9480 0.2589 -1.8333  0.09
13 H 1.2974 3.1744 -5.0204  0.03
14 H 1.1629 -1.8129 3.2191  -0.13
15 C -1.4357 -2.5816 2.1405  -0.11
16 C -0.6979 0.2304 3.7260  -0.22
17 H 0.0458 2.6047 -1.7468  0.09
18 H -1.2351 -2.8656 3.1584  0.07
19 C 1.4767 2.0691 -3.2117  -0.16
20 S 1.3158 -1.9898 1.9024  0.82
21 H 0.5720 -0.3393 -2.2422  0.11
22 C 0.8428 2.8257 -4.1307  -0.02
23 H 0.2587 0.8025 0.5040  0.05
24 H -1.5348 -3.5148 1.5199  0.11
25 C 0.2936 -0.0052 -0.1494  -0.28
26 C 0.7038 1.7886 -1.9017  -0.20
27 H -0.1823 -1.9732 -0.5621  0.13
28 H -2.3713 -2.2370 1.9380  0.04

ORCA calculation (ωB97M-V with the def2-TZVPD basis set) on C9H18BN2O3 as an isolated structure at a distorted geometry.

Properties
Spin multiplicity = 1
Total charge = +1
E_tot = -19414.80996 eV
Gap between HOMO and LUMO = 0.3063 hartree
Relative energy (zero: lowest compared OMol25 entry of this formula, charge and spin) = 285.6 kJ/mol

Each line ends with the Löwdin charge.
CARTESIAN COORDINATES (ANGSTROEM)
1 C -4.1325 -0.4395 1.2453  -0.10
2 H -3.1800 -0.7283 1.5675  0.04
3 H 4.6358 0.7453 0.8454  0.18
4 H -3.0280 2.9660 -0.7277  0.18
5 H 2.5231 -3.0291 -0.1790  0.10
6 C 3.6053 0.7966 0.2373  -0.26
7 H -4.7875 -0.2086 2.1697  0.12
8 H 1.8687 1.9972 -1.3708  0.14
9 O -1.9341 -1.5441 -0.8539  0.12
10 C -3.8573 0.8669 0.5212  -0.13
11 O -2.3637 2.1751 -0.8742  -0.05
12 N 1.3053 -0.0048 0.0809  -0.05
13 C 2.6089 -0.1856 0.7908  -0.08
14 C 1.8341 -2.7354 -0.9809  -0.01
15 C 0.3524 -0.9732 -0.0997  -0.04
16 H 3.0470 -1.1738 0.6678  0.11
17 H 1.6344 -3.6845 -1.4450  0.09
18 H 1.6088 3.2904 -0.1636  0.14
19 C 0.7348 1.3028 0.2265  -0.16
20 H -4.8027 1.4899 0.5175  0.14
21 H 0.3782 1.5467 1.2543  0.16
22 H 2.5310 0.0243 1.8298  0.13
23 H -4.8111 -1.0125 0.5962  0.09
24 H -0.2397 -2.8161 -0.5363  0.13
25 O 3.1024 2.0378 0.2935  -0.11
26 H 4.0530 0.6910 -0.8345  0.16
27 H -2.8347 -1.5220 -1.2101  0.13
28 H -0.1858 1.4897 -0.3852  0.10
29 H 2.2615 -2.0673 -1.6752  0.09
30 B -1.5214 -0.3134 -0.4362  -0.02
31 C -2.7742 1.0043 -0.2796  -0.24
32 C 1.8287 2.2226 -0.2820  -0.16
33 N 0.5391 -2.2087 -0.5100  0.05

ORCA calculation (ωB97M-V with the def2-TZVPD basis set) on a 9-piece molecular cluster, C9H18Cl18 overall at a distorted geometry.

Properties
Spin multiplicity = 1
SMILES string = ClCCl.ClCCl.ClCCl.ClCCl.ClCCl.ClCCl.ClCCl.ClCCl.ClCCl
E_tot = -235028.23957 eV
Gap between HOMO and LUMO = 0.4063 hartree
Relative energy (zero: lowest compared OMol25 entry of this formula, charge and spin) = 90.9 kJ/mol

Each line ends with the Löwdin charge.
CARTESIAN COORDINATES (ANGSTROEM)
1 H -0.2767 0.9392 -2.1341  -0.03
2 C 2.2373 -3.7795 1.3622  -1.10
3 H 2.7015 1.9584 -3.7556  -0.06
4 Cl -1.2168 -4.0866 1.8981  0.49
5 H 2.4424 4.6082 -0.3224  0.03
6 C -1.8484 0.8992 4.4777  -1.01
7 H 1.1865 0.9964 0.6035  -0.09
8 H -0.8246 2.9060 -0.6635  -0.06
9 Cl -2.5805 1.3136 -1.9572  0.56
10 Cl 4.9233 1.5080 -4.1566  0.50
11 H -1.9947 2.2966 0.6551  0.01
12 Cl -0.2473 3.4805 1.4924  0.50
13 Cl -1.4198 -3.0282 -3.0146  0.48
14 Cl 2.6541 -2.7022 2.6894  0.55
15 Cl -2.4436 4.5174 -0.1802  0.56
16 C 2.0425 4.0159 -1.1473  -1.02
17 H -2.7960 -5.0954 3.2469  0.02
18 Cl -3.2816 -4.0188 -0.9706  0.47
19 H -1.0296 -3.0309 -0.7418  -0.02
20 Cl -0.5114 -0.6166 1.4025  0.48
21 Cl 2.5226 -0.3057 -4.3450  0.50
22 H -2.3396 -1.8350 -1.3416  -0.01
23 H -1.9105 0.2837 3.5838  -0.03
24 C 3.1964 1.3333 -4.5111  -1.04
25 Cl 2.2842 -5.4795 1.7874  0.53
26 C -2.6971 -4.0747 2.9554  -0.93
27 H 3.0734 1.7904 -5.4763  0.02
28 H 2.9101 -3.7257 0.4906  0.03
29 Cl -0.4794 2.8293 -3.3945  0.57
30 Cl -0.2356 1.0453 5.1378  0.52
31 H -2.4567 0.5364 5.2330  -0.02
32 H 1.2287 -3.4462 1.0514  -0.05
33 H -1.0332 0.6121 -3.6639  0.02
34 H 1.8893 -0.4101 1.6345  -0.03
35 Cl 2.7343 4.8086 -2.5840  0.51
36 C -1.4504 3.1456 0.2033  -1.10
37 Cl 1.7608 -0.8774 -0.5812  0.46
38 C -1.9415 -2.8374 -1.3166  -0.98
39 Cl 2.6342 2.3618 -1.0652  0.57
40 Cl -2.4584 2.5592 4.1167  0.47
41 H 0.9420 4.0713 -1.3446  -0.02
42 C 1.1670 0.0035 0.9235  -0.84
43 C -1.0091 1.2478 -2.8184  -0.95
44 Cl -2.5670 -2.9005 4.2811  0.53
45 H -3.4808 -3.8173 2.2601  0.01

ORCA calculation (ωB97M-V with the def2-TZVPD basis set) on a 9-piece molecular cluster, C9H18Cl18 overall at a distorted geometry.

Properties
Spin multiplicity = 1
SMILES string = ClCCl.ClCCl.ClCCl.ClCCl.ClCCl.ClCCl.ClCCl.ClCCl.ClCCl
E_tot = -235028.12762 eV
Gap between HOMO and LUMO = 0.3862 hartree
Relative energy (zero: lowest compared OMol25 entry of this formula, charge and spin) = 101.7 kJ/mol

Each line ends with the Löwdin charge.
CARTESIAN COORDINATES (ANGSTROEM)
1 H 3.1099 21.5825 10.3888  -0.02
2 Cl 5.2449 10.6006 7.0945  0.49
3 H 5.7961 14.6950 6.8489  -0.06
4 Cl 6.0842 18.3430 6.8671  0.50
5 H 6.8516 20.2773 5.9315  0.03
6 C 3.7048 21.1244 9.5986  -0.97
7 H 9.2711 13.0585 9.7687  -0.05
8 Cl 7.0575 15.7614 5.0335  0.47
9 C 6.9952 19.8359 6.9177  -1.05
10 H 2.5054 18.6754 14.4256  0.03
11 Cl 7.2485 12.5767 8.0779  0.56
12 C 7.4799 19.9278 13.8619  -0.99
13 H 4.9856 12.8220 7.7326  -0.02
14 C 5.3727 13.5244 12.5049  -0.87
15 Cl 11.4255 12.8594 9.0072  0.52
16 Cl 7.2916 19.8303 15.6246  0.50
17 Cl 10.5367 14.6336 11.1464  0.47
18 H 5.4741 17.5720 9.6226  -0.07
19 H 6.5746 20.4287 7.7300  -0.02
20 Cl 5.2258 13.5924 4.7437  0.49
21 H 4.8505 15.7166 5.7160  0.01
22 H 5.3530 11.6031 9.1240  -0.01
23 H 6.8539 20.7237 13.4587  0.03
24 H 4.1249 19.3647 14.0853  0.01
25 Cl 5.0685 15.2562 9.3485  0.54
26 Cl 3.6868 17.4106 12.8570  0.50
27 H 5.2169 13.1182 13.5043  0.02
28 C 5.6507 14.9822 5.8075  -1.01
29 C 3.2235 18.9354 13.6479  -0.96
30 H 5.9029 16.6434 11.0916  -0.04
31 H 3.0680 20.6055 8.8821  0.03
32 C 5.5928 12.0158 8.1441  -1.03
33 Cl 5.0139 20.0293 10.1937  0.51
34 H 8.5122 20.1980 13.6394  0.03
35 H 9.7265 14.6416 9.0716  -0.01
36 Cl 8.6561 19.4326 7.1223  0.55
37 Cl 7.6020 16.6455 9.3286  0.51
38 Cl 4.4063 22.4442 8.6346  0.51
39 C 10.0756 13.7836 9.6460  -1.08
40 Cl 7.0575 12.9169 11.8721  0.43
41 H 5.3055 14.6089 12.4180  -0.01
42 Cl 7.0473 18.3543 13.1341  0.50
43 Cl 4.0579 12.7825 11.5405  0.48
44 Cl 2.4920 20.0930 12.4949  0.53
45 C 5.9528 16.6697 10.0031  -0.99

ORCA calculation (ωB97M-V with the def2-TZVPD basis set) on a 3-piece molecular cluster, C9H18Cl2O6 overall at a distorted geometry.

Properties
Spin multiplicity = 1
SMILES string = CCOC(=O)OC.CCOC(=O)OC.ClCCl
E_tot = -46953.42884 eV
Gap between HOMO and LUMO = 0.4051 hartree
Relative energy (zero: lowest compared OMol25 entry of this formula, charge and spin) = 43.4 kJ/mol

Each line ends with the Löwdin charge.
CARTESIAN COORDINATES (ANGSTROEM)
1 C 15.5825 -28.4839 10.7425  -0.05
2 O 17.5565 -30.2923 3.2239  -0.03
3 Cl 16.6403 -33.9835 12.1429  0.48
4 C 17.9378 -34.2576 10.9314  -1.03
5 H 16.2485 -31.1375 1.8605  0.10
6 H 17.6707 -24.6154 5.9759  0.07
7 O 15.2920 -27.6314 9.6715  0.02
8 H 17.8927 -24.7756 7.6402  0.08
9 H 17.4807 -34.3379 9.9451  0.03
10 C 21.0556 -32.1202 6.0077  -0.05
11 C 15.9133 -27.7231 8.5302  -0.64
12 H 16.6425 -28.6579 10.9275  0.10
13 H 21.1189 -31.5406 6.9287  0.07
14 C 17.7696 -31.2452 4.2025  -0.45
15 O 16.9335 -32.1735 4.4695  0.05
16 O 15.9076 -26.5546 7.9973  0.04
17 H 15.7950 -26.5417 6.0250  0.13
18 H 17.4808 -26.9303 6.5410  0.12
19 H 15.2679 -29.5147 10.5792  0.09
20 H 16.3450 -24.1386 6.8280  0.08
21 H 18.4577 -35.1997 11.1050  0.02
22 H 18.9327 -32.5111 6.2996  0.12
23 H 21.3595 -33.1357 6.2614  0.07
24 C 16.3152 -30.2857 2.5374  -0.06
25 Cl 19.2079 -33.0460 10.9120  0.51
26 O 19.0172 -31.1854 4.7670  -0.01
27 O 16.5001 -28.7315 8.1088  0.09
28 H 15.0836 -28.0676 11.6176  0.10
29 H 15.4839 -30.1567 3.2305  0.10
30 H 21.7695 -31.8466 5.2308  0.07
31 C 16.5923 -26.3303 6.7376  -0.16
32 H 19.5517 -33.1542 4.7457  0.12
33 H 16.2760 -29.4681 1.8176  0.09
34 C 19.5958 -32.3271 5.4543  -0.18
35 C 17.1251 -24.8984 6.8761  -0.07

ORCA calculation (ωB97M-V with the def2-TZVPD basis set) on the molecule C9H18ClNO at a distorted geometry.

Properties
Spin multiplicity = 1
SMILES string = CO[C@@]1(N(Cl)C(C)C)CC1(C)C
E_tot = -25680.51197 eV
Gap between HOMO and LUMO = 0.3410 hartree
Relative energy (zero: lowest compared OMol25 entry of this formula, charge and spin) = 107.8 kJ/mol

Each line ends with the Löwdin charge.
CARTESIAN COORDINATES (ANGSTROEM)
1 C -1.5662 -1.9051 1.0407  -0.01
2 C 0.8938 -1.2317 1.7311  -0.03
3 H -1.6196 -2.1614 -0.0304  0.10
4 H -2.4891 1.9438 0.1750  0.10
5 C 1.1996 0.9768 -1.1704  -0.47
6 H 2.9119 1.6393 -2.3567  0.06
7 H -0.5254 1.0364 2.5378  0.04
8 C -1.0631 0.3923 1.9891  0.03
9 H 1.4615 -0.5766 2.2832  0.05
10 C 1.0069 -0.4572 -1.7381  -0.01
11 H 2.5544 2.7178 -0.8121  0.09
12 H 0.6267 1.5243 -1.8651  0.09
13 C -2.4242 1.2921 -0.8027  -0.09
14 O -1.6107 0.1364 -0.5715  -0.12
15 H 0.8590 -2.0205 2.5041  0.09
16 H 1.5861 -1.6204 0.9228  0.09
17 H 3.2330 1.0543 -0.8048  0.05
18 H 1.1288 -1.1834 -0.8887  0.08
19 Cl 0.2857 2.8031 0.5910  0.63
20 C -0.5314 -0.8404 1.3935  -0.43
21 C -0.6582 0.3066 0.3460  -0.51
22 H -1.1929 -2.7201 1.6501  0.07
23 H -3.5282 1.1233 -0.9281  0.09
24 H -2.0819 0.4056 2.1808  0.08
25 H 1.7353 -0.6929 -2.3596  0.02
26 C 2.5683 1.6650 -1.3530  -0.06
27 N 0.5504 1.0806 0.1108  -0.33
28 H -2.5698 -1.7113 1.4239  0.09
29 H 0.0628 -0.6915 -2.2142  0.09
30 H -2.0552 2.0108 -1.6396  0.11

ORCA calculation (ωB97M-V with the def2-TZVPD basis set) on a 2-piece molecular cluster, C9H18FNO3 overall at a distorted geometry.

Properties
Spin multiplicity = 1
SMILES string = [H]/N=C(\CC)C(C)(C)C.OC(O)=C(O)F
E_tot = -19974.14052 eV
Gap between HOMO and LUMO = 0.3191 hartree

Each line ends with the Löwdin charge.
CARTESIAN COORDINATES (ANGSTROEM)
1 H 1.7444 -0.4952 -1.7304  0.08
2 H 3.0094 1.9256 -0.0351  0.09
3 C 2.5875 1.0291 0.4160  -0.04
4 C 0.5446 -0.2588 0.7748  -0.32
5 O -2.4995 1.3608 1.1222  0.05
6 H -3.1928 -1.9663 -1.2990  0.13
7 N -0.2519 0.0750 1.7006  0.15
8 H -0.5699 2.0935 -0.4035  0.06
9 C 1.1697 0.4137 -1.5735  -0.03
10 O -2.4157 -1.3863 -1.2495  0.07
11 H 2.5834 1.1586 1.4976  0.09
12 H 1.6253 1.2061 -2.1633  0.09
13 C 1.1489 0.8212 -0.0998  -0.54
14 H 0.9686 2.9390 -0.4593  0.09
15 H 0.0371 -2.1960 -1.1492  0.06
16 C 0.2593 -2.6103 -0.1690  -0.08
17 H 0.7893 -3.5520 -0.2992  0.08
18 H 3.2363 0.1895 0.1717  0.08
19 C 1.1198 -1.6520 0.6593  -0.17
20 H -0.6766 -2.8221 0.3378  0.06
21 H 0.1562 0.2527 -1.9353  0.09
22 C -2.6294 0.6516 -0.0163  -0.41
23 H 2.1192 -1.6137 0.2242  0.10
24 O -2.8580 1.3859 -1.1353  0.08
25 F -2.3961 -1.4263 1.0362  0.04
26 C 0.4118 2.1528 0.0477  -0.04
27 H -1.7094 1.0102 1.6163  0.06
28 H 0.3080 2.4165 1.0962  0.09
29 H -0.5162 -0.6878 2.3211  0.09
30 H -2.8962 2.3136 -0.8670  0.12
31 H 1.2113 -2.0641 1.6706  0.12
32 C -2.4183 -0.6643 -0.1076  -0.35

ORCA calculation (ωB97M-V with the def2-TZVPD basis set) on an isolated ion of composition C9H18N2 and charge +2 at a distorted geometry.

Properties
Spin multiplicity = 3
Total charge = +2
E_tot = -12580.32108 eV
Gap between HOMO and LUMO (spin up / spin down) = 0.2205 / 0.2762 hartree
Relative energy (zero: lowest compared OMol25 entry of this formula, charge and spin) = 190.2 kJ/mol

Each line ends with the Mulliken spin population.
CARTESIAN COORDINATES (ANGSTROEM)
1 H 2.1173 0.1047 -2.9210  0.07
2 N -0.4766 -0.8186 2.4460  0.00
3 C -0.0478 0.8567 0.5284  -0.04
4 H 1.7467 -0.7006 0.5157  0.00
5 H -1.7054 0.8795 2.3072  0.00
6 H 1.6767 1.9003 -0.9780  0.00
7 C -0.8892 -0.0127 -0.4460  0.75
8 C 1.4316 0.4179 0.4510  0.02
9 H -2.9639 0.0027 -1.1178  0.01
10 H -1.3186 -1.0399 2.9963  0.00
11 H 1.6753 -1.1146 -1.6332  0.01
12 H -0.1197 1.9592 0.1600  0.00
13 C 0.0824 0.2152 -2.4017  0.90
14 H 3.1720 0.8629 -0.7694  0.00
15 H -2.3997 1.4503 -0.8062  0.01
16 H -0.3420 -3.6964 0.0462  -0.02
17 H -0.1350 1.3008 -2.5782  0.01
18 H -0.4310 -0.5663 -2.9103  0.00
19 H -2.6906 0.3856 0.4999  0.02
20 C -0.4018 -2.6285 -0.0709  0.27
21 H -0.5632 -1.5177 1.5872  0.00
22 C -0.6062 0.6209 1.9586  0.06
23 C -0.7525 -1.4446 -0.1623  -0.01
24 H 0.3959 -0.9899 2.8992  0.00
25 N -2.3013 0.4454 -0.4848  -0.03
26 H 2.0774 1.0014 1.2310  0.00
27 C 2.0925 0.8990 -0.8248  0.02
28 C 1.5769 -0.0930 -2.0108  -0.04
29 H 0.1000 1.3204 2.4888  -0.01

Look up the spin multiplicity of the fifth one. 1

What is the formula in the sixth record? C9H18ClNO

Look up the E_tot of the second one. -19414.80996 eV

Which formula does entry 7 have? C9H18FNO3